(P)
Here is a gas-phase ion, C3H10NSi (charge +1) from OMol25. Energies are from wB97M-V/def2-TZVPD.

## Properties
Spin multiplicity: 1
SMILES: C=C[C@@H]([NH3+])[SiH3]
Net charge: +1
HOMO energy in eV: -14.7

Cartesian coordinates (Å):
C (1.973, -0.943, 0.036)
C (1.431, 0.216, 0.050)
C (-0.244, 0.289, 0.519)
N (-0.636, 1.589, -0.159)
Si (-1.371, -1.178, -0.056)
H (3.043, -1.048, -0.266)
H (1.256, -1.842, 0.123)
H (2.031, 1.175, -0.225)
H (-0.074, 0.579, 1.508)
H (-0.940, 1.234, -1.076)
H (0.105, 2.189, 0.030)
H (-1.564, 1.895, 0.167)
H (-1.364, -2.395, 0.744)
H (-2.565, -0.432, 0.160)
H (-1.082, -1.329, -1.557)

Atom charges from the Mulliken analysis, given in e for atoms 1 to 4: C -0.571; C -0.040; C -0.390; N -0.328


(Q)
Here is a gas-phase ion, C3H10NSi (charge +1) from OMol25. Energies are from wB97M-V/def2-TZVPD.

## Properties
Spin multiplicity: 1
SMILES: C=C[C@@H]([NH3+])[SiH3]
Net charge: +1
HOMO energy in eV: -14.3

Cartesian coordinates (Å):
C (1.121, 0.916, 2.019)
C (0.292, 0.925, 0.991)
C (-0.061, -0.223, 0.128)
N (-1.516, -0.557, 0.333)
Si (0.399, -0.014, -1.780)
H (1.330, 1.815, 2.570)
H (1.628, 0.023, 2.342)
H (-0.189, 1.850, 0.695)
H (0.611, -1.313, 0.395)
H (-1.726, -0.645, 1.337)
H (-1.771, -1.431, -0.141)
H (-2.089, 0.208, -0.048)
H (0.794, -1.359, -2.187)
H (-0.884, 0.357, -2.385)
H (1.441, 0.990, -1.874)

Atom charges from the Mulliken analysis, given in e for atoms 1 to 4: C -0.729; C -0.424; C -0.060; N -0.334


(R)
Here is a gas-phase ion, C3H10NSi (charge +1) from OMol25. Energies are from wB97M-V/def2-TZVPD.

## Properties
Spin multiplicity: 1
SMILES: C=CC[SiH2][NH3+]
Net charge: +1
HOMO energy in eV: -13.9

Cartesian coordinates (Å):
C (-2.087, -0.129, -0.152)
C (-1.110, -0.832, -0.752)
C (-0.020, 0.015, -1.392)
Si (1.604, -0.067, -0.329)
N (0.727, 0.503, 1.429)
H (-2.869, -0.450, 0.463)
H (-2.274, 0.967, -0.273)
H (-1.081, -1.882, -0.826)
H (-0.510, 0.963, -1.360)
H (-0.017, -0.247, -2.398)
H (2.542, 0.862, -0.978)
H (2.215, -1.141, 0.421)
H (0.477, 1.471, 1.303)
H (1.435, 0.358, 2.119)
H (-0.015, -0.069, 1.307)

Atom charges from the Mulliken analysis, given in e for atoms 1 to 4: C -0.765; C -0.299; C -0.663; Si 0.480


Most stable pick: (R). Distance to second place: 8.9 kcal/mol.


(P)
Here is 2 unconnected molecules or ions with the total composition C2H2N3P from OMol25. Energies are from wB97M-V/def2-TZVPD.

## Properties
Spin multiplicity: 1
HOMO energy (spin up / spin down) in eV: -9.8 / -9.7

Cartesian coordinates (Å):
C (1.362, 1.078, -0.100)
C (0.850, -1.220, 0.006)
N (1.903, 2.048, -0.414)
N (0.845, -2.353, -0.209)
N (0.781, 0.022, 0.340)
P (-1.846, 0.301, 0.753)
H (-2.017, -0.911, 0.068)
H (-1.878, 1.036, -0.443)

Atom charges from the Mulliken analysis, given in e for atoms 1 to 4: C 0.494; C 0.540; N -0.420; N -0.441


(Q)
Here is 2 unconnected molecules or ions with the total composition C2H2N3P from OMol25. Energies are from wB97M-V/def2-TZVPD.

## Properties
Spin multiplicity: 1
HOMO energy (spin up / spin down) in eV: -9.7 / -9.7

Cartesian coordinates (Å):
C (1.855, 1.268, 0.280)
C (-0.696, 0.844, -1.166)
N (2.144, 1.625, 1.343)
N (-1.107, 1.883, -0.968)
N (-0.614, -1.456, 0.240)
P (0.095, -0.706, -0.938)
H (-0.381, -2.408, 0.392)
H (-1.296, -1.051, 0.817)

Atom charges from the Mulliken analysis, given in e for atoms 1 to 4: C -0.163; C 0.306; N -0.437; N -0.210


Most stable pick: (Q). Distance to second place: 11.8 kcal/mol.


(P)
Here is 2 unconnected molecules or ions with the total composition C4H6NO2 from OMol25. Energies are from wB97M-V/def2-TZVPD.

## Properties
Spin multiplicity: 1
Net charge: -1
HOMO energy (spin up / spin down) in eV: -1.3 / -1.3

Cartesian coordinates (Å):
C (-0.063, -1.142, -0.531)
C (1.002, -1.609, 0.145)
C (0.138, 0.253, -0.721)
C (-1.596, 1.205, 0.635)
N (1.402, 0.487, -0.277)
O (2.058, 1.522, -0.142)
O (1.901, -0.722, 0.592)
H (-0.646, -1.947, -1.002)
H (1.199, -2.630, 0.466)
H (-0.171, 0.741, -1.594)
H (-1.623, 2.173, 0.204)
H (-1.233, 1.301, 1.679)
H (-2.368, 0.369, 0.546)

Atom charges from the Mulliken analysis, given in e for atoms 1 to 4: C -0.338; C -0.134; C -0.346; C -1.012


(Q)
Here is 2 unconnected molecules or ions with the total composition C4H6NO2 from OMol25. Energies are from wB97M-V/def2-TZVPD.

## Properties
Spin multiplicity: 1
Net charge: -1
HOMO energy in eV: -4.2

Cartesian coordinates (Å):
O (-1.330, -1.655, -0.645)
C (-1.090, -2.237, 0.433)
O (-0.126, -2.074, 1.211)
H (-1.867, -2.978, 0.776)
C (1.108, 1.657, -0.369)
C (1.404, 0.586, -1.099)
C (-0.743, 0.951, 0.782)
N (0.353, 1.591, 0.805)
H (1.571, 2.617, -0.583)
H (1.053, -0.409, -0.855)
H (2.032, 0.727, -1.971)
H (-1.043, 0.374, 1.654)
H (-1.321, 0.849, -0.138)

Atom charges from the Mulliken analysis, given in e for atoms 1 to 4: O -0.632; C -0.123; O -0.653; H 0.426


Most stable pick: (Q). Distance to second place: 133.0 kcal/mol.